[1]
{
  "formula": "C21H42FN3O5",
  "method": "the ωB97M-V functional and the def2-TZVPD basis",
  "symbols": ["O", "C", "C", "C", "C", "O", "C", "C", "C", "C", "F", "C", "H", "H", "H", "H", "H", "H", "H", "H", "H", "C", "O", "C", "C", "C", "N", "H", "H", "H", "H", "H", "H", "H", "H", "H", "H", "H", "C", "O", "C", "C", "C", "N", "H", "H", "H", "H", "H", "H", "H", "H", "H", "H", "H", "C", "O", "C", "C", "C", "N", "H", "H", "H", "H", "H", "H", "H", "H", "H", "H", "H"],
  "positions_angstrom": [[3.597, 1.192, -0.591], [2.730, 0.422, -0.860], [1.643, 0.130, 0.175], [0.759, -0.851, 0.042], [0.821, -1.750, -1.199], [0.160, -2.724, -1.326], [1.798, -1.320, -2.297], [1.835, -2.079, -3.631], [2.985, -3.152, -3.499], [2.601, -4.527, -4.070], [3.587, -5.435, -3.655], [2.687, -0.324, -2.169], [1.629, 0.785, 1.051], [-0.030, -1.039, 0.811], [2.116, -1.400, -4.454], [0.863, -2.531, -3.881], [3.925, -2.741, -3.902], [3.170, -3.305, -2.419], [1.649, -4.837, -3.611], [2.557, -4.492, -5.170], [3.352, -0.092, -3.006], [-5.682, -0.517, 1.000], [-5.050, -1.632, 1.602], [-4.559, -2.604, 0.694], [-3.192, -2.270, 0.074], [-3.267, -1.212, -1.008], [-2.213, -1.837, 1.076], [-6.223, -0.794, 0.090], [-4.953, 0.266, 0.780], [-6.397, -0.110, 1.716], [-4.446, -3.519, 1.282], [-5.307, -2.821, -0.080], [-2.813, -3.188, -0.385], [-3.386, -0.204, -0.608], [-2.342, -1.215, -1.585], [-4.093, -1.407, -1.696], [-2.087, -2.584, 1.755], [-2.646, -1.089, 1.615], [1.714, -0.262, 3.907], [0.756, 0.512, 4.607], [0.953, 0.581, 6.009], [1.997, 1.617, 6.460], [3.439, 1.173, 6.230], [1.791, 2.915, 5.809], [2.057, -1.120, 4.492], [2.563, 0.360, 3.615], [1.247, -0.633, 2.995], [-0.015, 0.878, 6.423], [1.174, -0.415, 6.416], [1.870, 1.754, 7.538], [3.738, 1.258, 5.185], [4.121, 1.798, 6.807], [3.588, 0.138, 6.546], [0.864, 3.259, 6.047], [1.737, 2.747, 4.807], [-1.392, 1.098, -3.189], [-0.079, 1.455, -2.821], [0.464, 2.532, -3.567], [0.032, 3.927, -3.084], [-1.391, 4.301, -3.486], [0.165, 4.061, -1.629], [-1.587, 1.227, -4.258], [-2.109, 1.679, -2.603], [-1.532, 0.048, -2.936], [1.548, 2.455, -3.441], [0.264, 2.397, -4.638], [0.702, 4.653, -3.554], [-2.142, 3.805, -2.871], [-1.545, 5.375, -3.369], [-1.584, 4.050, -4.532], [1.138, 3.912, -1.372], [-0.321, 3.273, -1.205]],
  "e_lumo_ev": -0.88,
  "total_charge": 0,
  "e_tot_ha": -1465.57759,
  "smiles": "O=C1C=CC(=O)C(CCCF)=C1.COC[C@@H](C)N.COC[C@@H](C)N.COC[C@@H](C)N"
}


[2]
{
  "formula": "C21H42Ge2N10O2Rh",
  "method": "the ωB97M-V functional and the def2-TZVPD basis",
  "symbols": ["Rh", "C", "C", "Ge", "C", "C", "C", "C", "Ge", "C", "C", "C", "C", "C", "C", "C", "C", "C", "C", "H", "H", "H", "H", "H", "H", "H", "H", "H", "H", "H", "H", "H", "H", "H", "H", "H", "H", "H", "H", "H", "H", "H", "H", "H", "H", "N", "N", "C", "N", "N", "N", "O", "O", "H", "H", "H", "H", "H", "C", "N", "C", "C", "N", "N", "C", "N", "N", "H", "H", "H", "H", "H", "H", "H", "H", "H", "H", "H"],
  "positions_angstrom": [[1.417, -0.083, 0.110], [-2.641, -1.428, -4.581], [-1.850, -2.333, -3.676], [-0.271, 0.679, -1.346], [-0.001, 1.954, -2.795], [-1.082, 2.019, -3.874], [-2.055, 0.368, -0.857], [-2.230, -0.136, 0.392], [-0.579, -0.534, 1.448], [-0.283, 0.516, 3.079], [-1.308, 0.462, 4.214], [-0.209, -2.469, 1.480], [-0.948, -3.258, 2.571], [-3.537, -0.404, 0.997], [-4.742, -0.145, 0.324], [-5.955, -0.422, 0.920], [-5.999, -0.965, 2.202], [-4.821, -1.230, 2.884], [-3.607, -0.950, 2.282], [-3.579, -1.929, -4.822], [-2.119, -1.232, -5.516], [-2.882, -0.487, -4.088], [-1.545, -3.258, -4.159], [-2.356, -2.555, -2.740], [0.994, 1.806, -3.219], [0.045, 2.913, -2.257], [-1.093, 1.114, -4.482], [-0.902, 2.859, -4.544], [-2.075, 2.151, -3.446], [-2.901, 0.618, -1.488], [-0.160, 1.547, 2.736], [0.695, 0.183, 3.441], [-2.277, 0.850, 3.903], [-0.964, 1.070, 5.051], [-1.451, -0.551, 4.591], [0.870, -2.591, 1.616], [-0.460, -2.864, 0.492], [-0.777, -2.838, 3.563], [-0.597, -4.290, 2.588], [-2.021, -3.281, 2.389], [-4.739, 0.281, -0.670], [-6.875, -0.215, 0.391], [-6.952, -1.178, 2.665], [-4.851, -1.652, 3.879], [-2.697, -1.164, 2.831], [3.727, -1.790, -1.777], [3.816, -1.512, -3.154], [2.734, -1.515, -3.940], [2.888, -1.437, -5.249], [1.537, -1.540, -3.266], [0.475, -1.827, -3.939], [0.359, -2.225, -5.068], [-0.609, -1.670, -3.168], [4.525, -1.363, -1.322], [3.783, -2.797, -1.650], [4.723, -1.577, -3.599], [3.805, -1.364, -5.666], [2.097, -1.534, -5.866], [3.298, 4.075, 3.076], [2.482, 3.546, 1.977], [1.752, 4.486, 1.126], [2.474, 2.246, 1.662], [1.857, 1.785, 0.597], [3.166, 1.420, 2.521], [3.466, 0.080, 2.391], [4.324, -0.384, 3.313], [2.937, -0.640, 1.455], [3.116, 5.141, 3.155], [4.364, 3.930, 2.893], [3.009, 3.640, 4.035], [1.805, 5.473, 1.570], [0.698, 4.209, 1.060], [2.191, 4.544, 0.126], [1.465, 2.532, 0.047], [3.536, 1.870, 3.342], [4.788, 0.214, 3.977], [4.517, -1.368, 3.384], [3.269, -1.597, 1.478]],
  "e_lumo_ev": -8.92,
  "total_charge": 3,
  "e_above_lowest_kj_mol": 0.0,
  "e_tot_ha": -5786.79705
}


[3]
{
  "formula": "C21H42O8S",
  "method": "the ωB97M-V functional and the def2-TZVPD basis",
  "symbols": ["C", "C", "O", "C", "C", "C", "C", "C", "C", "C", "O", "S", "O", "O", "O", "H", "H", "H", "H", "H", "H", "H", "H", "H", "H", "H", "H", "H", "H", "H", "H", "H", "H", "C", "C", "C", "O", "C", "H", "H", "H", "H", "H", "H", "H", "H", "C", "C", "C", "O", "C", "H", "H", "H", "H", "H", "H", "H", "H", "C", "C", "C", "O", "C", "H", "H", "H", "H", "H", "H", "H", "H"],
  "positions_angstrom": [[2.935, 1.568, 1.820], [1.645, 1.467, 0.991], [1.139, 0.139, 0.923], [1.307, -0.463, -0.342], [0.932, -1.932, -0.278], [1.532, -2.754, 0.887], [2.874, -2.256, 1.458], [4.033, -3.272, 1.377], [5.147, -2.827, 0.464], [4.810, -2.652, -0.999], [6.023, -2.028, -1.492], [6.270, -0.808, -0.491], [7.662, -0.627, -0.318], [5.439, 0.282, -0.867], [5.648, -1.498, 0.805], [3.202, 0.597, 2.235], [3.772, 1.925, 1.222], [2.810, 2.255, 2.657], [1.832, 1.854, -0.014], [0.880, 2.116, 1.417], [0.676, 0.028, -1.095], [2.344, -0.340, -0.690], [-0.157, -1.992, -0.208], [1.194, -2.386, -1.237], [1.680, -3.773, 0.519], [0.796, -2.831, 1.685], [2.735, -2.000, 2.507], [3.197, -1.336, 0.978], [3.700, -4.249, 1.017], [4.466, -3.430, 2.365], [6.016, -3.478, 0.585], [4.556, -3.545, -1.560], [4.025, -1.898, -1.101], [-2.633, 4.980, -0.440], [-2.593, 5.264, 1.058], [-1.525, 4.285, 1.523], [-0.606, 4.146, 0.437], [-1.162, 4.725, -0.744], [-3.049, 5.796, -1.031], [-3.223, 4.081, -0.630], [-2.271, 6.293, 1.239], [-3.548, 5.104, 1.554], [-1.963, 3.306, 1.744], [-0.980, 4.630, 2.404], [-0.635, 5.660, -0.965], [-1.009, 4.038, -1.578], [-1.233, -4.330, -4.948], [-0.049, -5.253, -4.667], [1.027, -4.254, -4.262], [0.347, -3.166, -3.635], [-1.059, -3.272, -3.865], [-2.200, -4.828, -4.895], [-1.133, -3.880, -5.938], [-0.282, -5.920, -3.834], [0.245, -5.863, -5.520], [1.569, -3.878, -5.136], [1.752, -4.669, -3.559], [-1.549, -3.574, -2.934], [-1.442, -2.293, -4.156], [-6.674, 1.874, 2.784], [-6.012, 2.614, 3.944], [-4.646, 2.946, 3.356], [-4.849, 3.121, 1.952], [-6.148, 2.654, 1.585], [-7.762, 1.864, 2.833], [-6.324, 0.841, 2.747], [-6.561, 3.530, 4.170], [-5.942, 2.025, 4.858], [-3.937, 2.126, 3.513], [-4.213, 3.859, 3.766], [-6.786, 3.516, 1.364], [-6.062, 2.048, 0.683]],
  "e_lumo_ev": 0.62,
  "total_charge": 0,
  "e_above_lowest_kj_mol": 0.0,
  "e_tot_ha": -1825.36665
}


What did the first record say?
{
  "formula": "C21H42FN3O5",
  "method": "the ωB97M-V functional and the def2-TZVPD basis",
  "symbols": ["O", "C", "C", "C", "C", "O", "C", "C", "C", "C", "F", "C", "H", "H", "H", "H", "H", "H", "H", "H", "H", "C", "O", "C", "C", "C", "N", "H", "H", "H", "H", "H", "H", "H", "H", "H", "H", "H", "C", "O", "C", "C", "C", "N", "H", "H", "H", "H", "H", "H", "H", "H", "H", "H", "H", "C", "O", "C", "C", "C", "N", "H", "H", "H", "H", "H", "H", "H", "H", "H", "H", "H"],
  "positions_angstrom": [[3.597, 1.192, -0.591], [2.730, 0.422, -0.860], [1.643, 0.130, 0.175], [0.759, -0.851, 0.042], [0.821, -1.750, -1.199], [0.160, -2.724, -1.326], [1.798, -1.320, -2.297], [1.835, -2.079, -3.631], [2.985, -3.152, -3.499], [2.601, -4.527, -4.070], [3.587, -5.435, -3.655], [2.687, -0.324, -2.169], [1.629, 0.785, 1.051], [-0.030, -1.039, 0.811], [2.116, -1.400, -4.454], [0.863, -2.531, -3.881], [3.925, -2.741, -3.902], [3.170, -3.305, -2.419], [1.649, -4.837, -3.611], [2.557, -4.492, -5.170], [3.352, -0.092, -3.006], [-5.682, -0.517, 1.000], [-5.050, -1.632, 1.602], [-4.559, -2.604, 0.694], [-3.192, -2.270, 0.074], [-3.267, -1.212, -1.008], [-2.213, -1.837, 1.076], [-6.223, -0.794, 0.090], [-4.953, 0.266, 0.780], [-6.397, -0.110, 1.716], [-4.446, -3.519, 1.282], [-5.307, -2.821, -0.080], [-2.813, -3.188, -0.385], [-3.386, -0.204, -0.608], [-2.342, -1.215, -1.585], [-4.093, -1.407, -1.696], [-2.087, -2.584, 1.755], [-2.646, -1.089, 1.615], [1.714, -0.262, 3.907], [0.756, 0.512, 4.607], [0.953, 0.581, 6.009], [1.997, 1.617, 6.460], [3.439, 1.173, 6.230], [1.791, 2.915, 5.809], [2.057, -1.120, 4.492], [2.563, 0.360, 3.615], [1.247, -0.633, 2.995], [-0.015, 0.878, 6.423], [1.174, -0.415, 6.416], [1.870, 1.754, 7.538], [3.738, 1.258, 5.185], [4.121, 1.798, 6.807], [3.588, 0.138, 6.546], [0.864, 3.259, 6.047], [1.737, 2.747, 4.807], [-1.392, 1.098, -3.189], [-0.079, 1.455, -2.821], [0.464, 2.532, -3.567], [0.032, 3.927, -3.084], [-1.391, 4.301, -3.486], [0.165, 4.061, -1.629], [-1.587, 1.227, -4.258], [-2.109, 1.679, -2.603], [-1.532, 0.048, -2.936], [1.548, 2.455, -3.441], [0.264, 2.397, -4.638], [0.702, 4.653, -3.554], [-2.142, 3.805, -2.871], [-1.545, 5.375, -3.369], [-1.584, 4.050, -4.532], [1.138, 3.912, -1.372], [-0.321, 3.273, -1.205]],
  "e_lumo_ev": -0.88,
  "total_charge": 0,
  "e_tot_ha": -1465.57759,
  "smiles": "O=C1C=CC(=O)C(CCCF)=C1.COC[C@@H](C)N.COC[C@@H](C)N.COC[C@@H](C)N"
}


Which formula does entry 2 have? C21H42Ge2N10O2Rh